Record 1
A structure of composition Cl2Na6O8, computed with the ωB97M-V functional and the def2-TZVPD basis.

Structure (XYZ):
```
16
Properties=species:S:1:pos:R:3:mulliken_charge:R:1
Na -2.011 1.322 -1.129 0.90
Na 4.076 -3.378 0.155 0.96
Na 1.812 1.198 1.480 0.88
Na -0.495 -5.319 -0.455 0.99
Na -1.344 -1.182 -3.532 0.97
Na 2.651 -0.777 -2.904 0.95
Cl -1.384 3.087 1.357 1.45
O -1.801 1.749 1.911 -0.56
O -0.127 2.855 0.620 -0.61
O -2.539 3.534 0.674 -0.54
O -1.225 4.009 2.374 -0.59
Cl 0.441 -1.418 -0.087 1.83
O -0.319 -0.321 0.375 -0.56
O 0.391 -1.187 -1.373 -0.70
O 1.809 -1.453 0.461 -0.74
O 0.067 -2.719 0.073 -0.63
```

Summary:
- Charge: +4
- Strongest force on any atom: 16.18 eV/Å
- E: -67869.2091 eV

***

Record 2
A cluster of 2 separate species, Cl2O2S2 in total, computed with the ωB97M-V functional and the def2-TZVPD basis.

Structure (XYZ):
```
6
Properties=species:S:1:pos:R:3:mulliken_charge:R:1
O -2.192 -0.029 0.378 -0.39
O 1.094 -0.170 0.303 -0.30
S -1.384 -1.184 0.019 0.54
S 2.227 0.733 -0.080 0.42
Cl -1.835 -1.704 -1.845 -0.14
Cl 2.090 2.353 1.225 -0.13
```

Summary:
- Charge: 0
- Strongest force on any atom: 2.13 eV/Å
- E: -50808.3514 eV

***

Record 3
The molecule Cl2O2S3, computed with the ωB97M-V functional and the def2-TZVPD basis.

Structure (XYZ):
```
7
Properties=species:S:1:pos:R:3:mulliken_charge:R:1
O -2.061 -0.306 1.034 -0.39
O -0.312 0.752 -0.491 -0.43
S 0.530 0.986 -2.023 0.25
S 0.623 -1.222 1.701 0.02
S -0.813 0.309 1.154 0.71
Cl -0.115 -0.494 -3.166 -0.08
Cl 2.148 -0.023 1.791 -0.08
```

Summary:
- Charge: 0
- Strongest force on any atom: 4.38 eV/Å
- E: -61642.7172 eV